1.
94
Properties=species:S:1:pos:R:3:mulliken_charge:R:1 method="wB97M-V/def2-TZVPD" gap_ev=9.2 homo_energy_ev=-8.99 lumo_energy_ev=0.201
C 0.5096 -0.9728 4.6589 -1.303
C 1.0423 -0.1384 3.4130 0.019
N 0.0148 -0.2549 2.3751 0.623
C 0.3934 0.2694 1.0425 -0.857
C 1.0718 -0.9968 0.3097 -0.239
C 2.5417 -0.7467 -0.2018 0.961
C 3.6683 -0.9982 0.8705 -0.502
C 5.0740 -0.8589 0.1476 -0.711
C 5.3509 0.6556 -0.2379 -0.194
O 6.6010 1.1175 0.3071 -0.412
C 7.5157 1.4219 -0.7329 -0.638
O 1.4988 1.1499 1.2372 -0.430
S 1.2807 2.7401 1.4393 1.702
O 2.1879 3.4302 0.4586 -0.825
O 1.7224 3.2149 2.7854 -0.763
C -0.3963 3.3511 1.0773 -1.077
C -1.4371 2.1282 0.9332 0.314
P -2.0131 1.9240 2.7447 0.576
O -1.0118 2.5349 3.7408 -0.660
P -2.9599 3.0044 0.1993 0.075
C -4.5140 1.9067 0.3975 -0.990
C -2.8895 3.2119 -1.6713 -0.345
C -1.9371 4.3915 -2.1447 -1.055
C -0.8524 0.8476 0.2214 2.636
C -0.2077 1.2595 -1.1976 0.509
C -0.7170 0.6201 -2.5170 -0.971
C -0.0394 -0.7015 -3.0456 -1.195
C 1.4888 -0.5753 -3.3826 -0.430
C 2.0656 -2.0220 -3.5328 -0.764
O 3.4980 -2.0859 -3.4636 -0.372
C 3.8178 -3.3635 -2.8854 -0.610
C -1.9223 -0.2450 -0.0934 -1.347
C -2.7472 -0.9055 1.0459 -0.490
O -3.7181 -1.7607 0.3697 -0.289
C -3.1895 -3.0682 0.1866 -0.078
C -3.5227 -4.0568 1.3769 -1.129
H -0.2649 -0.4068 5.2218 0.244
H 0.1096 -1.9575 4.3008 0.329
H 1.3760 -1.2237 5.3233 0.424
H 2.0342 -0.5858 3.1629 -0.052
H 1.2089 0.8901 3.7969 0.252
H -0.3596 -1.1930 2.3551 0.288
H 0.4808 -1.3862 -0.5443 -0.638
H 1.1782 -1.8648 1.0142 0.844
H 2.7298 0.2272 -0.6982 0.196
H 2.7254 -1.5302 -0.9890 -1.132
H 3.5868 -1.9817 1.3842 0.370
H 3.6445 -0.1548 1.6068 0.213
H 5.8528 -1.1452 0.8956 0.486
H 5.1270 -1.4871 -0.7738 0.082
H 4.5416 1.3270 0.1498 0.015
H 5.3934 0.7592 -1.3482 0.405
H 7.1657 2.2589 -1.3919 0.266
H 7.6984 0.5350 -1.4019 0.282
H 8.5112 1.7092 -0.3121 0.251
H -0.3504 3.8896 0.0954 0.596
H -0.7671 4.1218 1.7946 0.469
H -3.2545 2.5855 2.9879 0.144
H -2.1679 0.5756 3.1448 -0.052
H -5.3545 2.6391 0.2564 0.495
H -4.6263 1.5177 1.4293 0.308
H -4.6234 1.1551 -0.4122 0.222
H -2.7902 2.2779 -2.2599 0.195
H -3.9201 3.5957 -1.9186 0.568
H -0.9780 4.0056 -2.5755 0.242
H -1.7392 5.1091 -1.3185 0.279
H -2.4423 4.9187 -2.9923 0.403
H -0.3269 2.3662 -1.3454 -0.242
H 0.9094 1.1569 -1.1921 -0.408
H -0.4847 1.3615 -3.3363 0.570
H -1.8138 0.4561 -2.6412 0.174
H -0.5381 -0.8907 -4.0375 0.632
H -0.3022 -1.6170 -2.4504 0.225
H 1.5413 -0.1121 -4.4058 0.500
H 2.0703 0.0925 -2.7164 0.323
H 1.6737 -2.6231 -2.6617 0.345
H 1.6527 -2.5417 -4.4417 0.375
H 3.7222 -3.3315 -1.7685 0.186
H 4.8488 -3.6797 -3.1698 0.230
H 3.1257 -4.1611 -3.2667 0.298
H -1.5437 -1.1015 -0.7061 -0.411
H -2.6834 0.2425 -0.7565 0.186
H -2.2029 -1.5954 1.7305 0.093
H -3.3737 -0.2391 1.6695 -0.267
H -3.6124 -3.5262 -0.7452 0.536
H -2.0776 -3.0494 0.0154 0.026
H -2.5977 -4.6120 1.6526 0.327
H -3.8458 -3.4291 2.2406 0.298
H -4.3139 -4.7825 1.0931 0.300
C -7.2703 -1.9067 0.9616 0.239
Cl -8.4999 -1.1785 -0.0795 -0.167
Cl -7.2975 -1.1943 2.5800 -0.169
H -7.4638 -2.9724 1.0428 0.298
H -6.2905 -1.7416 0.5199 -0.228

2.
87
Properties=species:S:1:pos:R:3:mulliken_charge:R:1 method="wB97M-V/def2-TZVPD" charge=+2 de_lowest_kj_mol=56.8 gap_ev=4.5 homo_energy_ev=-11.81 lumo_energy_ev=-7.278
O 14.4357 -6.6564 6.7269 -0.708
H 14.7427 -6.0290 6.0553 -0.105
C 12.4829 -1.0845 6.7652 -1.851
C 12.4924 -2.2566 7.7135 1.547
C 13.3559 -1.8400 8.9067 -1.065
C 13.3169 -2.8179 10.1037 -0.665
C 12.2785 -3.9489 9.9224 -1.130
C 10.8568 -3.5058 9.4541 0.986
N 11.1011 -2.4765 8.3101 0.807
O 10.1420 -2.3209 7.6381 -0.364
C 9.9978 -2.8317 10.5904 -1.367
C 10.0800 -4.6475 8.8281 -1.677
C 13.0500 -3.4418 6.8705 -1.607
H 12.0270 -0.1825 7.1774 0.461
H 11.7820 -1.2796 5.9493 0.432
H 13.4889 -0.9322 6.3882 0.404
H 13.1095 -0.8473 9.2783 0.409
H 14.4257 -1.8923 8.7081 0.359
H 12.9999 -2.3044 11.0137 0.362
H 14.2738 -3.2828 10.3290 0.426
H 12.1342 -4.5720 10.8052 0.548
H 12.6249 -4.6424 9.1562 0.350
H 10.7583 -2.2097 11.0635 0.359
H 9.7553 -3.5811 11.3414 0.389
H 9.1113 -2.3814 10.1543 0.422
H 10.3869 -4.9927 7.8400 0.367
H 9.0701 -4.3025 8.5883 0.499
H 9.9100 -5.4355 9.5587 0.405
H 12.5202 -3.5511 5.9219 0.451
H 13.1195 -4.4292 7.3226 0.348
H 14.0318 -3.1189 6.5239 0.383
C 12.6864 -6.9771 3.5443 -1.666
C 13.4981 -8.2797 3.5496 1.587
C 14.9365 -7.9152 3.1515 -0.832
C 16.0155 -8.9771 3.5195 -0.653
C 15.8274 -9.3052 4.9733 -0.957
C 14.4773 -9.8666 5.3763 1.337
N 13.4033 -8.9532 4.9109 1.152
O 12.3695 -9.1318 5.4698 -0.423
C 14.5285 -9.9816 6.8688 -1.694
C 14.2513 -11.2623 4.7263 -1.658
C 12.9450 -9.1428 2.4265 -1.700
H 13.0136 -6.1725 4.2017 0.114
H 11.6227 -7.1674 3.7055 0.494
H 12.6362 -6.5149 2.5561 0.426
H 15.2940 -6.9665 3.5556 0.090
H 15.1030 -7.8073 2.0777 0.395
H 16.9579 -8.4310 3.3972 0.252
H 16.2074 -9.7974 2.8264 0.418
H 16.0471 -8.3996 5.5412 0.141
H 16.4428 -10.1569 5.2705 0.646
H 13.7046 -10.4721 7.3918 0.416
H 14.4181 -8.9855 7.3106 0.263
H 15.4449 -10.4643 7.1980 0.436
H 14.8693 -12.0338 5.1785 0.421
H 14.3684 -11.2537 3.6423 0.328
H 13.2153 -11.5965 4.8189 0.406
H 12.0769 -9.7444 2.6919 0.352
H 13.7442 -9.8383 2.1551 0.397
H 12.7967 -8.5922 1.5012 0.445
C 22.1047 -2.2602 1.9977 -1.298
C 20.6624 -2.8257 2.1867 -0.483
C 20.7028 -3.9762 3.1951 -0.727
N 19.2655 -4.4100 3.6713 0.346
C 18.3295 -4.5734 2.4955 -0.982
C 18.6711 -3.5046 4.7313 -0.729
C 17.6749 -4.2734 5.5598 -0.597
C 18.0241 -5.7097 5.3029 0.345
C 19.2655 -5.7376 4.4359 -1.106
H 21.9314 -1.3191 1.4799 0.381
H 22.7177 -2.9772 1.4591 0.347
H 22.5096 -2.0088 2.9775 0.356
H 20.2956 -3.1734 1.2210 0.397
H 20.0336 -1.9738 2.4510 0.394
H 21.2867 -3.7641 4.0876 0.435
H 21.0624 -4.8674 2.6819 0.369
H 18.6495 -5.3331 1.7858 0.361
H 18.2116 -3.5814 2.0683 0.376
H 17.3468 -4.9162 2.8202 0.341
H 18.3970 -2.5432 4.2960 0.513
H 19.5456 -3.2193 5.3209 0.413
H 16.6276 -4.0782 5.3296 0.180
H 17.7990 -4.0083 6.6082 0.369
H 17.2317 -6.2560 4.7912 -0.621
H 18.1526 -6.1667 6.2825 0.637
H 19.3363 -6.6220 3.8038 0.562
H 20.1893 -5.7843 5.0160 0.310

3.
92
Properties=species:S:1:pos:R:3:mulliken_charge:R:1 method="wB97M-V/def2-TZVPD" de_lowest_kj_mol=15.3 gap_ev=8.9 homo_energy_ev=-8.11 lumo_energy_ev=0.828
C -7.4550 -2.2224 -1.8568 -1.323
C -7.2032 -1.0719 -0.8899 -0.368
C -5.7133 -0.8678 -0.6244 -0.431
C -5.4625 0.2843 0.3471 -1.157
H -5.9467 1.1762 -0.0547 0.261
C -3.9774 0.5845 0.5736 1.654
C -3.3360 -0.4789 1.4852 -2.213
N -1.9136 -0.3057 1.6282 -0.462
C -1.1087 -0.6183 0.6822 0.337
N 0.2397 -0.3921 0.8097 1.749
C 0.9248 0.3335 1.7683 -0.373
N 2.1928 0.3467 1.6237 0.280
C 3.0352 1.1270 2.4903 -1.549
C 2.9533 2.6286 2.1834 -0.956
H 1.9480 2.9849 2.4217 0.383
H 3.6638 3.1637 2.8180 0.494
C 3.2452 2.9070 0.7117 0.746
H 2.5671 2.3049 0.1076 -0.651
C 3.0862 4.3847 0.3624 -0.745
H 3.8853 4.9486 0.8511 0.451
C 3.1316 4.6573 -1.1433 -0.790
H 3.3985 5.7040 -1.3068 0.413
H 3.9007 4.0367 -1.6051 0.285
C 1.7969 4.4108 -1.8597 -0.897
N 1.5270 3.0121 -2.0444 -0.454
C 0.5256 2.3934 -1.5595 0.921
N -0.5150 2.9177 -0.8161 -0.328
H -0.3404 3.8166 -0.3970 0.217
H -0.9920 2.2779 -0.1998 -0.059
N 0.3446 1.0543 -1.8366 0.014
C 1.3023 0.1292 -2.2205 0.374
N 0.9877 -1.1023 -2.0201 -0.282
C 1.8975 -2.1568 -2.4080 -2.396
H 1.2840 -3.0399 -2.6102 0.446
C 2.8983 -2.4707 -1.2787 1.612
C 2.2006 -3.2138 -0.1304 -1.087
C 2.8162 -2.8980 1.2307 0.195
C 2.0085 -3.5015 2.3768 -0.402
C 2.5925 -3.1176 3.7304 -1.303
H 3.6092 -3.4924 3.8288 0.365
H 1.9947 -3.5278 4.5416 0.397
H 2.6176 -2.0348 3.8299 0.189
H 0.9790 -3.1397 2.3157 0.129
H 1.9847 -4.5904 2.2828 0.487
H 2.8498 -1.8135 1.3617 -0.541
H 3.8397 -3.2772 1.2729 0.714
H 2.2292 -4.2902 -0.3090 0.508
H 1.1495 -2.9207 -0.1091 0.109
C 4.1334 -3.2187 -1.7994 -0.931
C 3.8298 -4.4954 -2.5765 -1.265
H 3.2592 -5.1976 -1.9745 0.304
H 4.7594 -4.9800 -2.8679 0.431
H 3.2633 -4.2774 -3.4781 0.291
H 4.7046 -2.5481 -2.4478 0.430
H 4.7692 -3.4634 -0.9459 0.336
H 3.2439 -1.5087 -0.8785 0.009
H 2.4391 -1.9035 -3.3295 0.511
N 2.4116 0.6353 -2.8041 -0.443
H 3.2451 0.0750 -2.8127 0.239
H 2.4846 1.6509 -2.7158 0.326
H -0.5095 0.6336 -1.4961 -0.150
H 1.8669 4.8383 -2.8676 0.357
H 1.0015 4.9558 -1.3299 0.347
H 2.1395 4.7556 0.7658 0.276
H 4.2626 2.5864 0.4775 0.261
H 4.0581 0.7783 2.3152 0.513
H 2.8023 0.9656 3.5567 0.485
N 0.1563 0.9956 2.6862 -0.314
H 0.6004 1.2040 3.5660 0.301
H -0.7999 0.6371 2.7187 0.231
H 0.8307 -0.7587 0.0704 -1.152
N -1.4462 -1.1170 -0.5549 -0.005
H -2.3100 -1.6282 -0.6232 0.335
H -0.6736 -1.4264 -1.1506 0.145
H -3.5840 -1.4836 1.1141 0.540
H -3.7574 -0.3837 2.4911 0.445
C -3.7712 1.9710 1.1978 -0.738
C -3.9756 3.1190 0.2155 -1.414
H -3.7652 4.0694 0.7014 0.395
H -3.3132 3.0184 -0.6418 0.315
H -5.0000 3.1495 -0.1474 0.369
H -2.7537 2.0163 1.5936 0.144
H -4.4554 2.0854 2.0417 0.448
H -3.4618 0.5637 -0.3937 0.037
H -5.9329 0.0599 1.3077 0.339
H -5.2064 -0.6583 -1.5701 0.378
H -5.2996 -1.7954 -0.2227 0.194
H -7.7128 -1.2738 0.0551 0.344
H -7.6250 -0.1528 -1.3029 0.324
H -6.9682 -2.0321 -2.8111 0.320
H -8.5205 -2.3479 -2.0344 0.402
H -7.0632 -3.1538 -1.4531 0.329

4.
102
Properties=species:S:1:pos:R:3:mulliken_charge:R:1 method="wB97M-V/def2-TZVPD" gap_ev=7.7 homo_energy_ev=-8.70 lumo_energy_ev=-1.001
C 1.5550 -3.0265 1.3937 -0.662
C 0.1483 -2.8456 2.1226 0.667
O 0.0814 -3.1473 3.3450 -0.557
O -1.0497 -2.3257 1.5381 -0.279
C -1.0988 -2.5168 0.1264 0.163
O -0.8865 -3.6457 -0.4029 -0.525
C -1.4853 -1.3264 -0.8634 -0.714
C -0.3064 -0.2360 -1.0727 0.148
C 0.2061 0.4600 0.2816 -0.957
C 0.4627 2.0346 0.2305 1.824
C 0.5064 2.6863 1.6947 -1.460
O -0.5057 2.1640 2.6098 -0.158
N -0.5858 3.0026 3.6988 0.126
O 0.1877 2.6131 4.5259 -0.291
P 2.2180 2.3479 -0.5268 0.046
N 2.5474 1.2231 -1.8364 -0.549
O 3.4415 2.0095 0.6451 -0.307
C -0.5457 2.9093 -0.6609 -0.710
C -1.9829 3.1977 0.0242 -0.950
C -2.9429 1.9364 0.1945 0.310
C -4.0120 2.3194 1.3691 -0.613
C -5.0402 1.0490 1.4150 -0.324
C -6.3173 1.2510 0.4501 -0.424
N -7.4211 0.2611 0.7702 -0.643
O -0.6164 2.5494 -2.0700 -0.406
S -0.8988 0.9445 -2.3666 1.330
O -2.3604 0.6143 -2.6494 -0.679
O -0.1671 0.5940 -3.6583 -0.701
H 1.9051 -2.0619 0.8978 0.111
H 1.4255 -3.8358 0.5784 0.285
H 2.2942 -3.4587 2.1545 0.286
H -2.4823 -0.8742 -0.5457 0.319
H -1.6671 -1.7836 -1.9085 0.556
H 0.5685 -0.8280 -1.5415 0.445
H 1.2174 -0.0426 0.5456 -0.431
H -0.5120 0.1156 1.1218 0.579
H 0.3090 3.8201 1.5502 0.470
H 1.5117 2.6120 2.2279 0.597
H 2.0529 1.4548 -2.7087 0.354
H 2.4505 0.2339 -1.5697 0.271
H 3.3289 1.1134 1.0391 0.244
H -0.0535 3.9628 -0.6740 0.513
H -2.5157 3.9286 -0.7004 0.395
H -1.8989 3.7834 1.0134 0.398
H -3.5744 1.8387 -0.7534 0.484
H -2.4552 0.9711 0.5454 -0.543
H -3.5221 2.3378 2.4076 0.225
H -4.6224 3.2500 1.1238 0.389
H -4.5096 0.0934 1.0302 -0.068
H -5.4140 0.8204 2.4691 0.407
H -6.7878 2.2885 0.5946 0.213
H -6.0847 1.1055 -0.6581 0.250
H -7.2118 -0.2387 1.6488 0.255
H -7.4703 -0.4597 0.0325 0.283
C -4.7525 -8.6166 -3.6714 -0.712
O -3.8596 -8.2924 -2.6151 -0.337
C -2.8231 -7.3884 -3.0064 -0.896
C -3.0244 -6.0162 -2.3649 -0.009
N -4.1799 -5.3270 -2.9369 -0.380
C -4.6032 -4.1443 -2.1819 -0.343
C -5.0669 -4.3527 -0.7309 -0.324
O -6.2903 -5.0724 -0.6095 -0.462
C -6.1527 -6.4846 -0.6519 -0.567
H -5.3836 -9.4415 -3.3359 0.233
H -5.3964 -7.7694 -3.9126 0.307
H -4.2083 -8.9386 -4.5635 0.338
H -2.7286 -7.3157 -4.0933 0.424
H -1.8869 -7.8120 -2.6255 0.365
H -2.1295 -5.4076 -2.5227 0.326
H -3.1474 -6.1718 -1.2866 0.145
H -4.9638 -5.9667 -2.9712 0.103
H -5.4318 -3.6973 -2.7381 0.373
H -3.7863 -3.4118 -2.1926 0.070
H -5.2691 -3.3600 -0.3144 0.257
H -4.2923 -4.7917 -0.0932 0.333
H -5.2136 -6.8284 -0.2160 0.272
H -6.2531 -6.8375 -1.6800 0.191
H -6.9784 -6.9213 -0.0851 0.304
C 9.8859 4.6379 -0.0843 -0.726
O 9.1070 3.5913 0.4783 -0.332
C 9.1777 3.5364 1.9049 -0.810
C 7.8513 3.9610 2.5340 -0.071
N 7.6131 5.3920 2.3549 -0.343
C 6.2462 5.8149 2.6730 -0.869
C 5.1027 5.2146 1.8390 -0.104
O 5.0937 5.6350 0.4779 -0.455
C 5.9558 4.8969 -0.3749 -0.580
H 9.9202 4.4868 -1.1648 0.233
H 9.4320 5.6108 0.1107 0.308
H 10.9093 4.6188 0.3001 0.340
H 10.0155 4.1184 2.2985 0.402
H 9.3603 2.4869 2.1628 0.391
H 7.8675 3.7309 3.6033 0.400
H 7.0593 3.3636 2.0667 0.053
H 7.7947 5.6398 1.3902 0.096
H 6.2172 6.9010 2.5498 0.364
H 6.0560 5.6142 3.7345 0.402
H 4.1659 5.5874 2.2664 0.349
H 5.0491 4.1231 1.9092 0.141
H 6.0505 3.8523 -0.0749 0.219
H 6.9355 5.3766 -0.4188 0.271
H 5.5416 4.9306 -1.3854 0.318